No. 1
16
Properties=species:S:1:pos:R:3 method="wB97M-V/def2-TZVPD" smiles=CC.CC e_above_lowest_ev=0.446 e_homo_ha=-0.4278 orbital_gap_ev=12.7
C -1.68899 -2.05565 -1.13639
C -1.65124 -0.72432 -1.92853
H -1.06476 -1.99197 -0.23934
H -2.69351 -2.31733 -0.81059
H -1.14153 -2.81789 -1.67356
H -2.58849 -0.15593 -1.98598
H -0.99826 -0.01267 -1.44956
H -1.39627 -0.96653 -2.95216
C 1.92563 1.73517 0.88696
C 1.31254 1.01329 2.09762
H 2.99373 1.52099 0.85843
H 1.45090 1.43391 -0.04474
H 1.93919 2.81855 1.03346
H 1.39559 1.64336 2.98187
H 0.27474 0.71734 1.98234
H 1.93074 0.15969 2.38017


No. 2
20
Properties=species:S:1:pos:R:3 method="wB97M-V/def2-TZVPD" charge=+1 e_above_lowest_ev=3.351 e_homo_ha="-0.5098 / -0.5098" orbital_gap_ev="7.5 / 7.6"
C -0.24178 1.57336 -0.55552
C -0.19448 0.19998 -0.86288
C -1.44353 -0.42462 -0.75375
C -2.42862 1.47802 -0.00261
C 2.07995 0.38906 1.24007
C 1.06487 -0.45733 -1.30616
N -1.31605 2.19073 -0.13169
N -2.51664 0.19489 -0.32886
N -1.32063 -2.85280 0.93391
O -0.64728 -2.07832 1.41212
O 0.93935 -2.35121 0.88849
S 2.26961 -0.90574 0.01841
Cl -1.71478 -2.10385 -1.15704
Cl -3.80146 2.23362 0.59769
H 0.62766 2.20582 -0.67136
H 1.04662 0.46872 1.57119
H 2.71254 0.12979 2.08872
H 2.41365 1.33325 0.81108
H 1.61414 0.18678 -1.99452
H 0.85686 -1.41014 -1.79732


No. 3
21
Properties=species:S:1:pos:R:3 method="wB97M-V/def2-TZVPD" e_above_lowest_ev=3.858 e_homo_ha=-0.3039 orbital_gap_ev=9.2
C -2.97286 0.64712 0.08962
C -1.83169 -0.30765 0.46348
C -0.74756 -0.40070 -0.62234
C 0.46655 -1.22063 -0.19234
C 1.71802 -1.03651 -0.83637
O 2.46962 -0.15338 0.72902
C 2.51360 1.25639 0.59826
H -3.75617 0.65851 0.86087
H -3.44064 0.35442 -0.86234
H -2.59983 1.67600 -0.02603
H -1.36875 0.01747 1.40818
H -2.23720 -1.31604 0.64879
H -1.20710 -0.82848 -1.53404
H -0.42723 0.61712 -0.90016
H 0.24236 -2.24457 0.12636
H 1.26633 -0.58739 0.78470
H 2.45650 -1.83550 -0.88488
H 1.85745 -0.22869 -1.55930
H 3.41610 1.55655 0.04390
H 2.55620 1.71861 1.59753
H 1.62630 1.65732 0.06709


No. 4
7
Properties=species:S:1:pos:R:3 method="wB97M-V/def2-TZVPD" charge=-1 e_above_lowest_ev=3.341 e_homo_ha=-0.1082 orbital_gap_ev=7.4
C -0.85473 -1.23906 0.21004
C 0.26854 0.73697 -0.36439
N 1.02197 1.23858 0.68241
N 1.72554 0.83037 -0.25433
O -1.46009 -1.53380 -0.76243
O -0.56039 -1.62704 1.31985
H -0.14084 1.59398 -0.83115